# 1
BH22O9 | the ωB97M-V functional and the def2-TZVPD basis

```
! wB97M-V def2-TZVPD RIJCOSX def2/J DEFGRID3
* xyz -1 1
B -0.430 0.022 0.049
H 0.460 -0.678 0.202
H 0.026 1.065 -0.016
H -1.022 -0.248 -0.898
H -1.167 -0.156 0.902
O -0.358 2.043 -2.198
H -0.375 1.299 -1.550
H -0.854 1.720 -2.954
O 1.483 -0.652 -2.017
H 1.076 -0.472 -2.869
H 0.842 -0.306 -1.355
O -2.343 -2.288 0.199
H -2.318 -2.324 -0.761
H -1.749 -1.543 0.429
O 0.837 -2.963 0.909
H 0.311 -3.672 0.528
H 0.672 -2.200 0.321
O -3.055 1.997 -0.719
H -2.624 1.322 -0.182
H -2.671 2.825 -0.414
O -0.589 -1.118 3.038
H -0.811 -0.559 2.272
H 0.094 -1.715 2.707
O 3.526 -1.850 0.394
H 2.720 -2.349 0.602
H 3.225 -0.954 0.200
O 2.486 1.341 0.292
H 1.608 0.953 0.129
H 2.313 2.275 0.437
O -0.502 3.206 1.138
H -0.540 2.281 0.842
H -0.272 3.699 0.343
*
```

HOMO in eV: -7.6
Relative energy (zero: lowest compared OMol25 entry of this formula, charge and spin) in kcal per mole: 17.6
F_max in eV/A: 1.720
Frontier orbital gap in Eh: 0.38380
LUMO in eV: 2.831

=====

# 2
BH22O9 | the ωB97M-V functional and the def2-TZVPD basis

```
! wB97M-V def2-TZVPD RIJCOSX def2/J DEFGRID3
* xyz -1 1
B -0.198 0.137 0.041
H 0.419 -0.896 -0.490
H 0.054 0.476 1.209
H 0.266 1.191 -0.471
H -1.457 0.132 -0.117
O 1.668 -1.373 -3.238
H 1.064 -0.824 -2.861
H 2.034 -0.936 -3.886
O -0.813 -1.891 2.754
H 0.088 -2.372 2.856
H -0.809 -0.992 2.509
O -3.426 -1.870 1.256
H -2.838 -1.354 0.667
H -2.917 -2.219 1.904
O 1.287 -3.805 -0.437
H 2.153 -3.615 -0.931
H 0.855 -2.950 -0.303
O -0.438 3.095 -2.592
H -0.550 3.691 -1.900
H -0.104 2.319 -1.961
O -1.387 3.313 1.760
H -1.516 2.346 1.600
H -1.236 3.770 0.896
O 3.465 -0.987 0.958
H 2.504 -0.797 0.677
H 3.907 -1.194 0.184
O -1.515 -0.326 -3.090
H -0.949 0.126 -2.410
H -2.366 0.164 -3.142
O 1.085 2.857 2.941
H 1.428 1.930 3.293
H 0.243 2.853 2.320
*
```

HOMO in eV: -6.8
Relative energy (zero: lowest compared OMol25 entry of this formula, charge and spin) in kcal per mole: 53.5
F_max in eV/A: 7.206
Frontier orbital gap in Eh: 0.34712
LUMO in eV: 2.673

=====

# 3
BH28O12 | the ωB97M-V functional and the def2-TZVPD basis

```
! wB97M-V def2-TZVPD RIJCOSX def2/J DEFGRID3
* xyz -1 1
B 0.415 -0.066 -0.132
H -0.318 -0.999 -0.181
H 1.350 -0.388 0.531
H 0.786 0.184 -1.231
H -0.190 0.846 0.321
O -2.680 -1.228 0.869
H -3.248 -0.590 1.309
H -1.808 -1.063 1.244
O 0.568 2.627 -1.822
H 0.349 1.772 -1.411
H 1.186 3.019 -1.198
O 1.952 2.132 1.542
H 1.471 2.747 2.102
H 1.265 1.713 0.996
O -1.271 -0.623 -2.652
H -0.698 -0.742 -1.875
H -1.997 -0.083 -2.332
O -3.576 -2.928 -1.227
H -4.185 -2.206 -1.394
H -2.902 -2.532 -0.655
O 3.532 0.001 2.521
H 2.958 -0.653 2.928
H 2.927 0.676 2.172
O -2.010 1.233 2.994
H -2.296 1.625 2.151
H -1.493 1.919 3.423
O 1.265 1.126 -4.263
H 0.824 0.763 -3.489
H 0.962 2.037 -4.296
O 1.248 -3.041 -0.129
H 0.962 -2.135 -0.307
H 1.385 -3.065 0.822
O 3.247 -1.298 -1.793
H 3.852 -0.668 -2.194
H 2.702 -0.762 -1.204
O 0.007 -1.819 2.549
H -0.012 -1.282 3.346
H 0.147 -1.183 1.834
O -2.333 1.897 0.330
H -1.467 1.453 0.203
H -2.873 1.585 -0.401
*
```

HOMO in eV: -7.5
Relative energy (zero: lowest compared OMol25 entry of this formula, charge and spin) in kcal per mole: 12.1
F_max in eV/A: 0.750
Frontier orbital gap in Eh: 0.35863
LUMO in eV: 2.237

=====

# 4
BH38O17 | the ωB97M-V functional and the def2-TZVPD basis

```
! wB97M-V def2-TZVPD RIJCOSX def2/J DEFGRID3
* xyz -1 1
B 0.152 -0.185 -0.015
H 1.055 -0.013 -0.866
H 0.174 0.765 0.753
H -0.953 -0.224 -0.627
H 0.322 -1.239 0.604
O 3.934 -1.157 -2.614
H 3.417 -1.502 -1.891
H 3.703 -0.211 -2.577
O 3.831 -1.550 0.167
H 3.173 -2.023 0.693
H 4.436 -2.278 0.005
O -1.933 -3.913 0.763
H -2.707 -3.474 1.120
H -1.222 -3.436 1.159
O -3.927 -1.348 -0.296
H -4.591 -2.032 -0.194
H -3.567 -1.066 0.505
O -3.851 1.512 -1.088
H -4.653 1.695 -1.617
H -3.475 0.768 -1.481
O 2.889 1.759 0.579
H 2.162 1.235 0.151
H 2.742 2.671 0.301
O 2.225 -0.668 2.689
H 1.744 -0.244 1.978
H 2.971 -0.026 2.763
O -1.533 1.791 3.151
H -1.764 2.229 2.291
H -0.568 1.576 3.160
O 3.405 1.458 -2.960
H 2.636 1.684 -2.456
H 3.885 2.261 -3.108
O 2.087 -3.419 1.463
H 1.352 -2.963 1.765
H 1.730 -4.148 0.894
O 0.561 3.653 1.240
H -0.224 4.113 1.466
H 0.253 2.755 1.114
O 0.888 2.781 -2.556
H 0.674 1.951 -3.012
H 0.964 3.375 -3.271
O -0.125 -2.700 -1.978
H 0.086 -2.014 -1.325
H -0.894 -2.298 -2.437
O -2.372 0.292 -3.086
H -2.957 0.449 -3.798
H -1.449 0.370 -3.466
O -2.524 -0.145 1.733
H -2.387 0.604 2.351
H -1.819 -0.086 1.096
O -2.065 2.767 0.851
H -1.858 2.697 -0.083
H -2.179 3.691 0.900
O -0.570 -2.576 3.004
H -0.078 -1.972 3.533
H -1.206 -1.995 2.561
*
```

HOMO in eV: -6.9
Relative energy (zero: lowest compared OMol25 entry of this formula, charge and spin) in kcal per mole: 7.9
F_max in eV/A: 3.824
Frontier orbital gap in Eh: 0.32627
LUMO in eV: 2.011

=====

# 5
BH3OS | the ωB97M-V functional and the def2-TZVPD basis

```
! wB97M-V def2-TZVPD RIJCOSX def2/J DEFGRID3
* xyz 0 1
O -1.173 -1.260 -0.144
B -0.013 0.147 0.004
S 1.634 -0.291 0.062
H -1.931 -0.639 -0.210
H -0.492 1.121 -0.096
H 1.976 0.923 0.382
*
```

HOMO in eV: -10.4
Relative energy (zero: lowest compared OMol25 entry of this formula, charge and spin) in kcal per mole: 44.1
F_max in eV/A: 7.164
Frontier orbital gap in Eh: 0.39498
LUMO in eV: 0.348
SMILES: OBS

=====

# 6
BH3S | the ωB97M-V functional and the def2-TZVPD basis

```
! wB97M-V def2-TZVPD RIJCOSX def2/J DEFGRID3
* xyz 0 1
B 0.560 0.088 -0.199
S 0.144 0.322 1.443
H -0.170 -0.525 -0.827
H 1.616 0.533 -0.495
H -1.473 0.357 1.523
*
```

HOMO in eV: -10.2
Relative energy (zero: lowest compared OMol25 entry of this formula, charge and spin) in kcal per mole: 17.4
F_max in eV/A: 4.361
Frontier orbital gap in Eh: 0.37744
LUMO in eV: 0.044
SMILES: BS

=====

# 7
BH3S | the ωB97M-V functional and the def2-TZVPD basis

```
! wB97M-V def2-TZVPD RIJCOSX def2/J DEFGRID3
* xyz 0 1
B 0.327 0.574 0.006
S -1.287 -0.058 0.005
H 1.250 -0.129 0.127
H 0.460 1.732 -0.102
H -0.750 -2.118 -0.038
*
```

HOMO (alpha / beta) in eV: -10.5 / -10.5
Relative energy (zero: lowest compared OMol25 entry of this formula, charge and spin) in kcal per mole: 57.8
F_max in eV/A: 3.801
Frontier orbital gap (alpha / beta) in Eh: 0.32504 / 0.32542
LUMO (alpha / beta) in eV: -1.676 / -1.655

=====

# 8
BH4NO | the ωB97M-V functional and the def2-TZVPD basis

```
! wB97M-V def2-TZVPD RIJCOSX def2/J DEFGRID3
* xyz 0 1
H 0.173 -1.522 -0.075
B 0.910 -0.703 -0.386
N 1.243 0.458 -0.614
H 1.732 1.285 -0.753
O -1.722 0.210 0.581
H -1.217 -0.547 0.258
H -1.119 0.819 0.989
*
```

HOMO in eV: -11.1
Relative energy (zero: lowest compared OMol25 entry of this formula, charge and spin) in kcal per mole: 62.2
F_max in eV/A: 1.256
Frontier orbital gap in Eh: 0.42693
LUMO in eV: 0.533
SMILES: [H]/B=N/[H].O

=====

# 9
BH4NO | the ωB97M-V functional and the def2-TZVPD basis

```
! wB97M-V def2-TZVPD RIJCOSX def2/J DEFGRID3
* xyz 0 1
B -0.319 0.129 -0.075
N 0.842 -0.594 0.030
O -1.534 -0.440 -0.006
H -0.181 1.653 0.170
H 1.755 -0.142 0.310
H 1.112 -1.537 -0.231
H -2.250 0.117 0.329
*
```

HOMO in eV: -10.2
Relative energy (zero: lowest compared OMol25 entry of this formula, charge and spin) in kcal per mole: 20.5
F_max in eV/A: 4.536
Frontier orbital gap in Eh: 0.40077
LUMO in eV: 0.718

=====

# 10
BaCl4O16 | the ωB97M-V functional and the def2-TZVPD basis

```
! wB97M-V def2-TZVPD RIJCOSX def2/J DEFGRID3
* xyz -2 1
Ba -0.680 -1.344 -1.169
Cl -7.010 2.235 -3.294
O -5.684 1.863 -2.793
O -7.992 1.768 -2.315
O -7.144 3.614 -3.716
O -6.910 1.282 -4.486
Cl 5.517 -0.288 2.840
O 6.682 0.067 1.999
O 4.445 -0.631 1.971
O 6.024 -1.200 3.559
O 5.036 0.660 3.848
Cl -0.711 -5.576 5.054
O -1.819 -5.329 5.890
O -0.756 -4.560 3.948
O 0.415 -5.299 5.735
O -0.395 -6.888 4.755
Cl 2.193 3.970 -4.301
O 1.250 3.674 -3.290
O 2.371 5.356 -4.495
O 3.434 3.253 -4.229
O 1.735 3.374 -5.510
*
```

HOMO in eV: -4.4
Relative energy (zero: lowest compared OMol25 entry of this formula, charge and spin) in kcal per mole: 292.8
F_max in eV/A: 18.221
Frontier orbital gap in Eh: 0.07396
LUMO in eV: -2.390

=====

# 11
BaCl5O20 | the ωB97M-V functional and the def2-TZVPD basis

```
! wB97M-V def2-TZVPD RIJCOSX def2/J DEFGRID3
* xyz -3 1
Ba -5.560 -9.725 9.668
Cl -2.518 -9.745 11.715
O -2.559 -10.765 10.670
O -3.722 -8.868 11.475
O -2.578 -10.298 13.023
O -1.407 -8.973 11.456
Cl -7.759 -7.169 10.926
O -6.296 -7.043 11.084
O -8.189 -6.066 10.120
O -7.936 -8.506 10.212
O -8.328 -7.052 12.195
Cl -5.798 -12.591 6.790
O -4.925 -12.288 5.709
O -5.536 -11.622 7.934
O -7.166 -12.440 6.325
O -5.632 -13.932 7.286
Cl -5.810 -7.576 6.333
O -6.970 -8.357 5.884
O -6.182 -6.354 6.919
O -5.027 -8.364 7.246
O -4.920 -7.348 5.230
Cl -5.881 -12.164 12.790
O -4.845 -13.173 12.875
O -5.325 -11.017 13.456
O -6.277 -11.943 11.377
O -7.033 -12.590 13.576
*
```

HOMO in eV: -2.1
Relative energy (zero: lowest compared OMol25 entry of this formula, charge and spin) in kcal per mole: 0.7
F_max in eV/A: 4.953
Frontier orbital gap in Eh: 0.32643
LUMO in eV: 6.791

=====

# 12
BaH20O10 | the ωB97M-V functional and the def2-TZVPD basis

```
! wB97M-V def2-TZVPD RIJCOSX def2/J DEFGRID3
* xyz 2 1
Ba 0.132 0.190 0.033
O -1.726 -2.082 0.402
H -2.636 -1.894 0.150
H -1.409 -2.853 -0.077
O 0.668 -0.673 2.655
H 0.840 -0.016 3.264
H -0.118 -1.184 2.924
O 1.643 -2.248 -0.220
H 1.406 -3.111 -0.562
H 2.602 -2.292 -0.246
O -2.329 0.369 -1.165
H -2.517 0.035 -2.051
H -3.000 0.964 -0.927
O 0.234 2.655 1.458
H -0.236 3.392 1.112
H -0.219 2.489 2.278
O -2.122 0.560 1.868
H -2.908 0.051 1.778
H -2.062 0.604 2.840
O -0.425 -1.470 -2.222
H 0.425 -1.907 -2.286
H -1.053 -2.176 -2.465
O 2.671 0.717 1.123
H 2.954 0.485 2.000
H 3.454 0.590 0.616
O -0.282 2.596 -1.544
H -0.151 2.485 -2.524
H -1.152 2.991 -1.483
O 2.169 0.268 -1.962
H 2.138 -0.270 -2.759
H 3.009 0.738 -2.009
*
```

HOMO in eV: -18.2
Relative energy (zero: lowest compared OMol25 entry of this formula, charge and spin) in kcal per mole: 8.5
F_max in eV/A: 3.574
Frontier orbital gap in Eh: 0.44594
LUMO in eV: -6.048

=====

Taking the records one at a time from the top gives calculated total energy values of -715.214081, -715.156834, -944.553577, -1326.720829, -500.055459, -424.791594, -424.727160, -157.220532, -157.286999, -3068.826318, -3830.162060, -789.515023 a.u..
Taking the records one at a time from the top gives M values of 176.98, 176.98, 231.02, 321.10, 61.90, 45.90, 45.90, 44.85, 44.85, 535.12, 634.57, 317.48 Da.